C4H8O in the gas phase, computed with ωB97M-V/def2-TZVPD.

For the energy relative to the best compared isomer or geometry (same formula, charge and spin), the calculation gives 3.6655 eV. The molecular weight is 72.11 Da. Its gap between HOMO and LUMO (alpha / beta) is 7.28 / 7.30 eV. The net charge is 0. As for the HOMO energy (alpha / beta): -8.23 / -8.24 eV.

Structure (XYZ):
```
13
C4H8O | OMol25 | ωB97M-V/def2-TZVPD
C 0.739 -1.534 -0.618
C 0.231 -0.172 -0.780
O 1.104 0.420 1.341
H -1.598 0.077 1.153
H 0.340 -2.270 -1.318
H 0.624 -1.815 0.437
H 0.586 1.755 -0.169
H -1.070 1.735 1.492
C 0.424 0.750 0.311
H 1.836 -1.476 -0.738
C -1.193 0.986 0.705
H -0.186 0.166 -1.728
H -1.837 1.377 -0.088
```

Results of the Mulliken charge analysis, in e, for atoms 1 through 8: -0.996 -0.143 -0.741 0.309 0.359 0.306 0.252 0.289



A molecular structure, C4H8O in a non-equilibrium geometry, computed with ωB97M-V/def2-TZVPD.

For the energy relative to the best compared isomer or geometry (same formula, charge and spin), the calculation gives 2.5276 eV. The molecular weight is 72.11 Da. Its gap between HOMO and LUMO is 10.41 eV. The net charge is 0. As for the HOMO energy: -9.33 eV.

Structure (XYZ):
```
13
C4H8O | OMol25 | ωB97M-V/def2-TZVPD
H -0.023 -0.163 1.627
C -1.283 -0.881 -0.047
H 2.130 -0.248 0.435
O 1.070 1.033 -1.143
C 0.263 1.324 -0.052
H -0.674 1.838 -0.246
C -0.045 -0.196 0.528
H 1.314 -1.036 -1.024
H -1.415 -1.944 0.212
C 1.246 -0.363 -0.198
H 0.851 1.798 0.747
H -2.179 -0.356 0.302
H -1.256 -0.807 -1.139
```

Results of the Mulliken charge analysis, in e, for atoms 1 through 8: 0.348 -1.320 0.250 -0.464 -0.533 0.375 0.292 0.310



C4H8O in the gas phase in a non-equilibrium geometry, computed with ωB97M-V/def2-TZVPD.

Its SMILES is C/C=C/CO. For the energy relative to the best compared isomer or geometry (same formula, charge and spin), the calculation gives 1.7623 eV. The molecular weight is 72.11 Da. Its gap between HOMO and LUMO is 10.40 eV. The net charge is 0. As for the HOMO energy: -9.35 eV.

Structure (XYZ):
```
13
C4H8O | OMol25 | ωB97M-V/def2-TZVPD
H -1.720 -2.094 -1.389
H 0.793 0.174 -1.327
H 0.508 2.409 -0.291
H 1.419 2.082 1.234
H -0.676 -1.785 0.567
C 0.415 1.968 0.736
C -0.029 0.633 0.575
C 0.294 -0.116 -0.511
H 0.813 -2.224 -0.459
C -0.082 -1.564 -0.448
H -0.271 2.555 1.431
H -0.659 0.242 1.352
O -0.803 -2.279 -1.471
```

Results of the Mulliken charge analysis, in e, for atoms 1 through 8: 0.293 0.426 0.271 0.234 0.213 -1.039 0.020 -0.223



C4H8O in the gas phase in a non-equilibrium geometry, computed with ωB97M-V/def2-TZVPD.

Its SMILES is CCCC=O. For the energy relative to the best compared isomer or geometry (same formula, charge and spin), the calculation gives 1.0197 eV. The molecular weight is 72.11 Da. Its gap between HOMO and LUMO is 10.69 eV. The net charge is 0. As for the HOMO energy: -9.62 eV.

Structure (XYZ):
```
13
C4H8O | OMol25 | ωB97M-V/def2-TZVPD
H -0.119 -1.435 -0.845
C -1.594 0.652 0.350
C -0.589 -0.292 0.957
C 1.578 -0.048 -0.516
H -1.146 1.673 0.298
O -2.629 0.342 -0.190
H -0.415 0.272 -1.050
C 0.123 -0.461 -0.412
H 2.297 -0.693 -0.005
H 0.039 0.219 1.701
H 1.680 0.963 -0.106
H 1.829 -0.015 -1.580
H -1.052 -1.178 1.397
```

Results of the Mulliken charge analysis, in e, for atoms 1 through 8: 0.352 -0.070 -0.480 -1.154 0.353 -0.500 0.239 -0.278